Entry 1:
C2H2F2 | ωB97M-V/def2-TZVPD

multiplicity	1
HOMO	-9.8	eV
ΔE to the lowest compared entry with this formula, charge and spin	0.5161	eV
lowest unoccupied orbital energy	1.25	eV
orbital gap	0.4066	hartree
SMILES	F/C=C/F
total charge	0

XYZ file:
```
6
C2H2F2 (ωB97M-V/def2-TZVPD)
C 0.1971 -0.6286 0.0956
C -0.2211 0.6248 -0.0573
H 1.1329 -0.8926 0.6198
H -1.1500 0.8984 -0.5505
F -0.5107 -1.6683 -0.2932
F 0.5286 1.6702 0.2599
```

Entry 2:
C9H13N5S | ωB97M-V/def2-TZVPD

multiplicity	3
HOMO (spin up / spin down)	-5.9 / -9.8	eV
ΔE to the lowest compared entry with this formula, charge and spin	0.0000	eV
lowest unoccupied orbital energy (spin up / spin down)	0.31 / -2.59	eV
orbital gap (spin up / spin down)	0.2283 / 0.2633	hartree
<S²>	2.04
total charge	0

XYZ file:
```
28
C9H13N5S (ωB97M-V/def2-TZVPD)
C -2.3367 0.7595 1.1998
C -0.7145 -3.1255 -0.7032
C 0.4402 -2.9734 1.1164
C -4.1210 0.5374 -0.1213
C -1.9444 -0.5039 0.6464
C 1.6190 0.4245 0.9642
C 1.0041 -0.6290 -1.2948
C -0.2053 1.5902 -0.2210
C 0.7462 0.4405 -0.2324
N -3.5260 1.2377 0.7538
N -0.0407 -4.2311 -0.5425
N 0.7598 -4.1110 0.5714
N -0.4215 -2.2607 0.3227
N -0.7480 -1.0339 0.8487
S -3.1151 -0.8620 -0.6478
H -1.8433 0.9590 2.0701
H -1.4017 -2.7977 -1.4569
H 0.8571 -2.7608 2.0300
H -5.0468 0.5972 -0.5948
H 1.5183 -0.5748 1.5122
H 2.7363 0.4026 0.5154
H 1.3343 1.2278 1.5513
H 0.2066 -0.7315 -1.8737
H 1.3602 -1.6383 -0.8365
H 1.8064 -0.2604 -1.8460
H 0.2443 2.4954 0.2858
H -0.4764 1.8526 -1.2540
H -1.1382 1.1936 0.3211
```

The highest multiplicity belongs to which entry? C9H13N5S

Look up the ΔE to the lowest compared entry with this formula, charge and spin of the second one. 0.0000 eV